16
Properties=species:S:1:pos:R:3:forces:R:3 method="wB97M-V/def2-TZVPD" homo_ha=-0.3528 gap_ev=9.403 smiles="CC1(OC(=O)C#N)CC1"
O -0.7164 -0.8628 0.8555 1.90 -1.30 0.62
O 1.5629 -0.6907 1.5925 -0.64 -0.39 -1.27
N 0.8780 -3.6318 -0.0301 -0.02 0.03 -0.04
C -0.9207 0.3358 -1.2722 -0.17 0.21 0.02
C -0.6412 0.3093 0.1700 2.21 0.29 -1.95
C 0.7801 -1.1765 0.8224 -2.12 0.13 2.65
C 0.5794 0.1360 -1.0615 -1.22 1.25 0.25
C -0.4889 1.5453 0.9962 -0.07 -0.24 0.18
C 0.8359 -2.5344 0.3000 0.42 0.13 -0.54
H 1.2098 1.0180 -1.0662 -0.12 -0.01 -0.10
H -1.2580 1.2765 -1.6881 -0.06 0.03 -0.03
H -1.4324 -0.5335 -1.6626 -0.02 -0.03 -0.04
H 0.9968 -0.6894 -1.6220 -0.07 -0.40 0.54
H -0.5195 2.4333 0.3763 -0.01 0.18 -0.02
H 0.4441 1.5027 1.5652 -0.10 0.04 -0.07
H -1.3099 1.5623 1.7246 0.08 0.06 -0.19

=====

20
Properties=species:S:1:pos:R:3:forces:R:3 method="wB97M-V/def2-TZVPD" homo_ha=-0.4728 gap_ev=8.511 charge=+1
N 2.4774 -0.8367 0.3643 -1.07 -0.08 -2.18
N 2.3813 1.4074 -0.4807 0.20 -0.72 1.71
N 1.9096 0.0572 -0.4684 0.67 1.39 -3.83
N -1.0372 -0.3732 0.0574 -1.05 0.37 -2.86
C -1.5780 0.9211 0.4801 1.24 1.88 1.53
C -1.6503 -1.4541 0.7868 0.40 -2.71 1.04
C 1.1312 -0.2897 -1.4689 0.48 -2.00 3.28
H 1.8730 -1.5520 0.6510 -0.99 -0.94 0.51
H 3.3816 1.6164 -0.5903 -0.63 -0.97 -0.08
H -0.8762 1.7876 0.3468 0.19 -1.01 0.06
H 3.1375 -0.5264 0.9749 1.88 1.38 1.99
H -1.7410 0.8822 1.5673 0.13 -0.03 -0.26
H -1.0286 -1.7266 1.6957 -0.94 0.69 -0.67
H 0.7617 0.5152 -2.0180 -0.50 0.79 -1.20
H 0.7280 -1.3417 -1.4998 0.71 1.45 -0.16
H -2.4616 1.4162 0.0953 -0.82 -1.11 -0.73
H -2.6756 -1.2318 1.0440 -0.29 0.04 0.47
H 1.7730 2.0540 -0.9486 -0.29 -0.24 -0.14
H -1.3206 -0.5070 -0.9549 0.33 0.26 1.51
H -1.7176 -2.4687 0.2656 0.35 1.55 0.00

=====

17
Properties=species:S:1:pos:R:3:forces:R:3 method="wB97M-V/def2-TZVPD" homo_ha=-0.4792 gap_ev=9.355 charge=+1
S -1.3017 2.0558 2.6731 0.11 0.01 -0.10
N 0.9928 0.4566 -0.3117 -0.35 0.65 -0.95
C 0.0349 -2.2281 -1.9370 0.18 -0.46 -0.34
C -0.4749 0.7948 1.6432 -0.23 0.35 -0.15
C 0.1325 1.4741 0.4182 0.13 -0.57 0.61
H -0.6979 -1.4362 -1.7858 -0.17 -0.04 -0.08
H 0.1972 -2.8134 -1.0352 0.15 0.21 0.17
H -2.3776 1.3197 2.9757 0.02 -0.01 -0.03
H 0.3076 0.3045 2.2219 -0.04 -0.13 0.02
H -0.6277 1.8177 -0.2746 0.04 0.15 -0.05
H 1.4094 0.8856 -1.1393 0.15 0.16 0.00
H -0.3390 -2.9373 -2.6742 -0.29 0.19 -0.01
H 0.4402 -0.3169 -0.7022 0.11 -0.25 0.44
H 0.9648 -1.8553 -2.3686 0.07 0.11 0.25
H -1.2299 0.0791 1.3230 0.13 -0.17 0.07
H 0.8080 2.2732 0.7156 -0.11 0.16 -0.15
H 1.7611 0.1261 0.2578 0.09 -0.38 0.30

=====

18
Properties=species:S:1:pos:R:3:forces:R:3 method="wB97M-V/def2-TZVPD" homo_ha=-0.5253 gap_ev=10.880 smiles=P[C@@H]1[NH2+]C[C@@H]2C[C@@H]21 charge=+1
P 1.0439 -1.9186 0.5665 0.36 1.52 -0.23
N 0.5886 0.8112 0.9009 0.71 -1.77 1.64
C -1.2977 0.7426 -0.4543 -1.79 2.83 -2.65
C -0.1575 0.2159 -1.2802 2.29 -1.39 3.63
C 1.0945 -0.1158 -0.2013 -1.88 1.12 -1.31
C -0.8561 0.8628 0.9630 -2.86 -1.63 -1.25
C -1.3574 -0.5868 -1.0901 -0.47 -0.52 0.12
H 0.8128 0.4198 1.8637 1.05 1.46 -1.18
H 0.9043 1.7237 0.5393 0.09 -0.06 1.49
H 2.0107 0.4868 -0.5845 -1.07 -2.05 0.59
H -2.0949 1.4395 -0.9063 1.77 -0.60 1.00
H 0.2915 0.4976 -2.1471 0.31 1.06 -2.66
H 2.2432 -2.2838 0.0244 1.20 -0.26 0.02
H 0.4296 -2.4991 -0.5183 -0.61 -0.29 -0.50
H -1.3144 -1.3536 -0.3579 -0.15 -1.10 -0.02
H -2.0112 -0.6939 -1.9379 -0.23 -0.24 0.05
H -1.1238 1.7267 1.4609 -0.59 2.11 0.68
H -1.5062 0.0924 1.4473 1.86 -0.20 0.58

=====

15
Properties=species:S:1:pos:R:3:forces:R:3 method="wB97M-V/def2-TZVPD" homo_ha=-0.3020 gap_ev=7.724
N -0.5330 -0.8415 0.5806 -2.42 -6.21 -3.52
N -2.6209 0.1458 -0.0686 0.18 -1.77 0.89
N 0.4246 -0.9910 -0.5485 1.30 0.01 1.75
N -0.9116 1.3277 -0.1014 5.16 9.32 -1.17
N 0.4013 1.8004 -0.0384 1.97 -1.58 0.45
C 1.4157 0.9856 0.0939 0.19 4.80 1.28
C -1.3116 0.1896 0.1816 -8.46 -3.29 -1.02
C 1.5410 -0.4251 0.1196 2.12 -0.81 0.27
H -1.4862 2.2146 -0.2542 0.37 -2.76 0.34
H 0.8355 -1.9083 -0.6651 -1.62 -1.13 0.17
H 2.3289 -0.5776 -0.5652 1.61 -0.29 -0.92
H 2.0059 -0.8591 1.1163 -1.61 0.60 -1.47
H 2.4342 1.4767 0.2727 -1.66 -0.06 -0.48
H -1.4887 -1.7551 -0.2786 2.33 2.37 3.36
H -3.0350 -0.7826 0.1553 0.53 0.80 0.07

=====

90
Properties=species:S:1:pos:R:3:forces:R:3 method="wB97M-V/def2-TZVPD" homo_ha="-0.1485 / -0.1772" multiplicity=2 gap_ev="6.662 / 7.406" charge=-1
As -0.3947 -3.0836 2.7000 -0.07 -0.05 -0.04
As -4.9618 -1.9948 4.7520 0.01 -0.04 0.02
As -2.0653 1.1417 1.9802 0.00 -0.01 -0.02
Ti 0.4172 0.4399 -0.5453 0.40 0.32 -0.24
S 1.0058 1.1732 -2.9873 -0.12 -0.11 0.11
O 0.7908 -0.1828 1.2972 -0.01 0.03 -0.27
O 0.3309 2.3383 -0.0840 -0.16 -0.06 -0.05
O -0.2205 -1.3458 -1.3265 -0.14 -0.01 -0.07
N -1.5355 0.7867 -1.3941 -0.04 0.24 0.04
N -2.1117 -0.2797 -2.0656 -0.13 -0.06 -0.01
N 2.8553 -0.0748 -4.4293 -0.05 0.00 -0.04
N 2.9622 -0.5304 -2.2144 0.10 -0.08 -0.09
N 2.4789 -0.2835 -0.9401 -0.17 -0.05 0.24
C -0.8620 -3.6244 -2.7655 0.01 -0.01 0.02
C -1.3351 -1.3212 -1.9702 0.18 -0.01 0.06
C -3.8662 -1.5241 6.3176 -0.01 0.00 0.01
C 1.8851 -0.3240 2.0041 -0.05 -0.05 0.07
C -2.5055 -0.3598 3.1909 0.11 -0.06 -0.02
C -5.4223 -3.7959 5.3988 -0.02 0.01 0.00
C -3.5182 -2.6227 3.5589 -0.01 0.02 -0.06
C -1.8937 -2.3036 1.6726 -0.05 0.03 0.05
C -2.6643 4.2259 -0.9479 0.00 -0.02 0.00
C -2.1886 1.8909 -1.4611 -0.01 -0.16 -0.03
C 4.2703 -0.7125 2.2182 0.04 -0.01 -0.03
C -2.4969 -4.9246 -3.9597 0.04 0.02 0.03
C -3.3957 -3.8694 -3.8637 -0.02 0.02 0.00
C 2.3361 0.1007 -3.1616 0.06 0.07 0.11
C -4.1546 -1.2897 1.5313 0.00 -0.03 0.02
C -1.1346 5.6148 0.2462 -0.02 -0.01 -0.01
C -1.7828 3.1375 -0.8619 0.10 0.07 0.03
C -0.2443 4.5701 0.3377 0.05 0.03 0.09
C -1.2285 -4.7982 -3.4096 -0.01 0.01 -0.01
C -3.0135 -1.6336 2.4967 0.00 0.01 -0.05
C 0.7311 -3.5227 1.1562 -0.01 0.04 -0.04
C 2.9382 -0.4948 4.1868 0.03 -0.01 -0.05
C -1.1013 -4.9175 2.9158 0.00 0.00 0.02
C -3.0293 -2.6948 -3.2249 -0.03 0.03 -0.01
C -1.7589 -2.5649 -2.6706 0.01 -0.12 0.07
C 3.1449 -0.5270 1.4048 -0.02 0.00 0.04
C 1.8136 -0.3273 3.4097 -0.06 0.02 0.07
C -2.3647 5.4537 -0.4015 0.02 0.00 0.01
C -0.5338 3.3012 -0.2069 -0.04 0.00 0.02
C -3.7356 2.1682 2.1706 0.00 0.00 0.01
C 4.1884 -0.6872 3.5938 -0.02 0.00 0.02
C -1.0248 2.2033 3.2561 0.00 -0.01 0.00
C 3.3284 -0.5964 -0.0281 0.07 0.00 -0.06
H 5.0735 -0.8248 4.2012 0.00 0.00 0.00
H -3.6100 4.0766 -1.4588 0.00 0.00 0.00
H 0.7105 4.6867 0.8355 0.00 0.00 -0.01
H -2.6965 -2.9349 4.2091 0.01 0.00 0.01
H -0.8753 6.5744 0.6786 0.00 0.00 0.00
H -3.4572 -0.5211 6.2109 0.01 0.00 -0.01
H -3.1300 1.8787 -2.0081 -0.02 -0.02 -0.01
H -4.5824 -2.2047 1.1119 -0.01 0.01 0.00
H -0.5221 -5.6161 -3.4834 0.00 0.00 0.01
H -0.2566 -5.5959 3.0458 0.00 0.01 0.01
H 2.1911 0.0727 -5.1705 0.02 -0.01 0.00
H -1.7426 -4.9929 3.7928 -0.01 -0.02 0.00
H 0.8433 -2.6377 0.5338 0.04 0.02 0.00
H 4.2972 -0.9515 -0.3779 0.01 0.01 0.00
H 5.2279 -0.8773 1.7351 0.00 0.00 0.01
H -1.4364 2.1514 4.2662 -0.01 -0.01 -0.01
H -3.5327 3.1888 1.8407 -0.02 -0.01 -0.01
H 0.1206 -3.5055 -2.3277 0.00 -0.01 0.00
H -2.3249 -3.0892 1.0438 0.00 -0.04 -0.01
H -2.7855 -5.8412 -4.4599 0.00 0.00 0.00
H -1.6638 -5.2210 2.0305 0.01 0.01 0.00
H -3.7149 -1.8617 -3.1457 0.00 -0.02 0.00
H -4.5086 1.7459 1.5282 0.00 0.00 0.00
H -4.5244 -4.3492 5.6793 0.00 0.01 -0.01
H -3.0620 6.2775 -0.4752 -0.01 0.00 0.00
H 0.8358 -0.2171 3.8623 0.04 0.01 -0.01
H -3.9022 -3.5206 3.0630 0.01 -0.01 0.00
H -1.5955 -0.5940 3.7525 -0.02 0.02 0.03
H 0.2751 -4.3131 0.5573 -0.03 0.01 0.01
H -4.9523 -0.7366 2.0340 0.01 0.00 -0.01
H -1.0308 3.2390 2.9146 0.00 0.00 0.00
H 1.7109 -3.8487 1.5047 0.01 -0.01 0.00
H 0.0042 1.8479 3.2540 0.01 0.01 0.01
H -5.9469 -4.3419 4.6151 0.00 0.00 0.00
H -6.0798 -3.7172 6.2646 0.00 0.00 0.00
H -4.3872 -3.9645 -4.2898 0.00 0.01 0.00
H -4.0951 2.1834 3.2018 0.02 0.00 0.00
H 3.4443 -0.8875 -4.5242 0.00 -0.01 0.01
H -3.7833 -0.6914 0.6949 0.00 0.01 0.00
H -3.2500 0.0067 3.9036 -0.02 0.03 0.02
H -1.4355 -1.5730 1.0003 -0.02 0.00 0.02
H -3.0450 -2.2317 6.4424 -0.01 0.00 0.00
H 2.8447 -0.4913 5.2665 0.00 0.00 0.00
H -4.4987 -1.5474 7.2060 0.00 0.01 0.00

=====

| no. | molar mass (g/mol) | total energy (eV) |
| --- | --- | --- |
| 1 | 125.1 | -11916.9392 |
| 2 | 105.2 | -9271.7209 |
| 3 | 94.2 | -15624.0706 |
| 4 | 116.1 | -16132.4009 |
| 5 | 113.1 | -10667.3753 |
| 6 | 863.4 | -265000.6279 |